# 1
Entry from OMol25: a 2-piece molecular cluster, C7H14O overall in a non-equilibrium geometry (the ωB97M-V functional and the def2-TZVPD basis).

Last column: Löwdin charge in e.
CARTESIAN COORDINATES (ANGSTROEM)
C (1.413, 1.344, 1.779)  -0.061
C (0.178, 0.881, 1.040)  -0.311
C (-0.906, 1.675, 0.999)  0.027
C (-0.803, -0.957, -0.284)  -0.138
C (0.279, -0.390, 0.278)  -0.266
C (1.588, -1.142, 0.254)  -0.046
C (-0.848, -2.393, -0.787)  -0.090
H (1.774, 0.558, 2.438)  0.076
H (2.175, 1.552, 1.022)  0.089
H (1.151, 2.204, 2.375)  0.071
H (-1.890, 1.238, 0.872)  0.052
H (-0.878, 2.744, 1.157)  0.060
H (-1.771, -0.539, -0.029)  0.091
H (1.588, -2.183, -0.035)  0.064
H (2.120, -0.612, -0.531)  0.095
H (2.109, -1.110, 1.207)  0.073
H (-0.402, -3.040, -0.036)  0.073
H (-1.845, -2.607, -1.156)  0.067
H (-0.169, -2.430, -1.646)  0.078
H (-1.449, 0.236, -2.681)  0.026
H (-1.222, 1.625, -2.011)  0.024
O (-0.882, 1.010, -2.663)  -0.053

energy relative to the best compared isomer or geometry (same formula, charge and spin): 208.0 kJ/mol
F_max: 0.0450 Eh/bohr
net charge: 0

=====

# 2
Entry from OMol25: a 11-piece molecular cluster, C6H33NO11 overall in a non-equilibrium geometry (the ωB97M-V functional and the def2-TZVPD basis).

Last column: Löwdin charge in e.
CARTESIAN COORDINATES (ANGSTROEM)
C (-0.916, 2.136, -0.012)  -0.221
C (-2.062, 1.948, 0.919)  -0.118
C (0.343, 1.371, 0.567)  -0.200
N (0.464, 0.128, -0.170)  -0.074
C (1.762, -1.781, -0.895)  -0.055
C (1.285, -0.953, 0.297)  -0.379
C (0.664, -1.716, 1.443)  -0.106
O (-0.502, -1.350, 1.773)  -0.018
H (-1.173, 1.814, -0.990)  0.063
H (-0.724, 3.220, -0.234)  0.128
H (-2.824, 2.654, 0.590)  0.078
H (-1.678, 2.165, 1.901)  0.038
H (-2.578, 0.969, 1.054)  0.085
H (1.365, 1.918, 0.360)  0.140
H (0.256, 1.230, 1.756)  0.104
H (-0.456, -0.293, -0.465)  0.108
H (0.914, -2.288, -1.384)  0.053
H (2.426, -2.697, -0.553)  0.130
H (2.083, -1.286, -1.807)  0.055
H (2.254, -0.619, 0.774)  0.155
H (0.985, -2.495, 2.056)  0.110
H (2.882, 0.609, 3.190)  -0.013
H (2.391, 1.762, 2.426)  0.024
O (3.231, 1.285, 2.665)  -0.047
H (-2.176, 1.184, -4.282)  0.057
H (-0.678, 0.961, -3.908)  -0.038
O (-1.524, 1.198, -3.570)  -0.058
H (-0.933, -4.355, -1.094)  0.115
H (-1.441, -2.975, -1.705)  0.026
O (-0.975, -3.822, -1.997)  -0.141
H (4.713, -0.246, -1.562)  0.002
H (3.912, 1.052, -1.378)  0.013
O (4.265, 0.436, -1.983)  -0.004
H (1.312, 1.135, -3.464)  0.092
H (0.511, 0.144, -2.362)  0.028
O (0.745, 0.359, -3.289)  -0.064
H (-0.955, -0.038, 4.607)  0.038
H (0.181, -0.251, 3.699)  0.051
O (-0.056, 0.325, 4.481)  -0.071
H (0.199, 1.849, 3.888)  0.044
H (-0.448, 3.054, 3.319)  0.024
O (0.414, 2.645, 3.244)  -0.129
H (-0.471, -1.664, -4.320)  -0.048
H (-0.837, -2.970, -3.718)  0.013
O (-1.144, -2.260, -4.312)  -0.021
H (-3.224, 0.336, 3.551)  -0.001
H (-2.500, -1.054, 3.041)  0.102
O (-2.752, -0.408, 3.812)  -0.062
H (-1.532, -0.542, -1.774)  0.007
H (-2.719, -0.654, -2.411)  0.016
O (-2.281, -1.166, -1.771)  -0.033

energy relative to the best compared isomer or geometry (same formula, charge and spin): 565.0 kJ/mol
F_max: 0.1162 Eh/bohr
net charge: 0

=====

# 3
Entry from OMol25: one molecule with the formula C3H7NS2 in a non-equilibrium geometry (the ωB97M-V functional and the def2-TZVPD basis).

Last column: Löwdin charge in e.
CARTESIAN COORDINATES (ANGSTROEM)
C (1.516, -1.241, 0.996)  -0.063
C (0.950, -0.631, -0.316)  -0.586
C (-0.302, 0.164, -0.055)  -1.118
H (2.341, -1.927, 0.741)  0.080
H (0.744, -1.717, 1.691)  0.101
H (2.040, -0.449, 1.574)  0.079
H (0.605, -1.398, -0.988)  0.091
H (1.408, 0.964, -1.433)  0.036
H (2.543, 0.607, -0.265)  0.075
H (-2.537, -0.192, 0.553)  -0.139
N (1.950, 0.208, -1.019)  0.014
S (-1.764, -0.925, -0.246)  0.740
S (-0.347, 1.732, 0.340)  0.688

energy relative to the best compared isomer or geometry (same formula, charge and spin): 75.8 kJ/mol
F_max: 0.0332 Eh/bohr
net charge: 0

=====

# 4
Entry from OMol25: one molecule with the formula H6O3Si2 in a non-equilibrium geometry (the ωB97M-V functional and the def2-TZVPD basis).

Last column: Löwdin charge in e.
CARTESIAN COORDINATES (ANGSTROEM)
O (-1.331, -1.219, -1.065)  -0.164
O (-1.294, -0.496, 1.397)  -0.177
O (-1.083, 1.599, -0.602)  -0.270
Si (1.707, -0.058, 0.342)  0.578
Si (-0.509, -0.201, -0.029)  0.268
H (-1.495, -1.150, -2.024)  0.076
H (-2.230, -0.724, 1.348)  0.063
H (-0.480, 2.161, -0.123)  -0.040
H (2.482, -1.014, 1.265)  -0.070
H (1.947, 1.339, 0.405)  -0.120
H (2.286, -0.237, -0.914)  -0.145

energy relative to the best compared isomer or geometry (same formula, charge and spin): 49.9 kJ/mol
F_max: 0.1007 Eh/bohr
net charge: 0

=====

# 5
Entry from OMol25: a 9-piece molecular cluster, C21H47N5O18 overall in a non-equilibrium geometry (the ωB97M-V functional and the def2-TZVPD basis).

Last column: Löwdin charge in e.
CARTESIAN COORDINATES (ANGSTROEM)
C (-1.482, 2.990, 0.749)  0.058
N (-1.077, 2.917, 2.219)  -0.420
O (-1.619, 3.754, 2.922)  0.066
O (-0.286, 2.068, 2.615)  0.030
H (-2.556, 2.939, 0.575)  0.094
H (-1.026, 2.153, 0.219)  0.086
H (-1.148, 3.960, 0.380)  0.098
C (0.931, -5.776, -0.616)  0.054
N (0.392, -5.135, -1.844)  -0.431
O (-0.775, -5.123, -2.100)  0.043
O (1.132, -4.636, -2.696)  0.046
H (0.582, -5.111, 0.175)  0.075
H (2.009, -5.749, -0.775)  0.103
H (0.584, -6.809, -0.576)  0.105
C (-0.285, -1.827, -4.221)  0.041
N (0.889, -0.948, -3.849)  -0.443
O (1.732, -1.478, -3.181)  0.059
O (0.875, 0.200, -4.194)  0.079
H (0.003, -2.548, -4.987)  0.106
H (-1.158, -1.212, -4.435)  0.078
H (-0.644, -2.519, -3.459)  0.069
C (-5.964, 0.196, 1.509)  0.067
N (-5.000, 0.062, 2.638)  -0.429
O (-5.414, 0.113, 3.787)  0.070
O (-3.807, -0.009, 2.360)  0.027
H (-5.249, 0.039, 0.701)  0.093
H (-6.513, 1.136, 1.459)  0.112
H (-6.558, -0.703, 1.673)  0.107
C (5.870, -0.217, 2.974)  0.021
N (5.184, 0.774, 3.804)  -0.427
O (5.376, 1.950, 3.509)  0.087
O (4.546, 0.400, 4.817)  0.019
H (6.555, -0.527, 3.764)  0.109
H (6.538, 0.177, 2.208)  0.113
H (5.255, -1.082, 2.727)  0.094
O (-2.861, -1.249, -2.655)  0.026
C (-3.488, -2.335, -2.730)  -0.512
O (-4.271, -2.699, -3.724)  0.014
C (-4.435, -1.885, -4.906)  -0.224
C (-5.508, -2.427, -5.807)  -0.072
C (-3.377, -3.438, -1.733)  0.012
H (-3.622, -2.050, -5.613)  0.118
H (-4.562, -0.813, -4.755)  0.132
H (-5.274, -1.790, -6.659)  0.086
H (-6.461, -2.129, -5.370)  0.082
H (-5.394, -3.472, -6.095)  0.091
H (-2.387, -3.624, -1.318)  0.063
H (-3.846, -4.322, -2.167)  0.094
H (-4.056, -3.337, -0.886)  0.087
O (0.470, -3.112, 5.145)  0.436
C (0.447, -2.022, 4.646)  -0.399
O (-0.616, -1.246, 4.486)  0.086
C (-1.923, -1.620, 4.994)  -0.155
C (-2.487, -0.324, 5.506)  -0.039
C (1.740, -1.449, 4.228)  0.097
H (-1.793, -2.402, 5.742)  0.129
H (-2.503, -2.094, 4.202)  0.136
H (-3.530, -0.373, 5.818)  0.094
H (-2.378, 0.360, 4.664)  0.076
H (-1.905, 0.178, 6.278)  0.095
H (2.355, -1.348, 5.122)  0.118
H (1.810, -0.453, 3.791)  0.129
H (2.224, -2.163, 3.562)  0.120
O (0.892, -2.858, 0.372)  0.101
C (0.524, -1.734, 0.514)  -0.599
O (1.269, -0.700, 0.677)  0.002
C (2.674, -0.779, 0.390)  -0.165
C (3.172, 0.679, 0.491)  -0.027
C (-0.934, -1.408, 0.733)  0.040
H (2.750, -1.155, -0.630)  0.117
H (3.205, -1.501, 1.009)  0.108
H (3.639, 1.107, -0.396)  0.081
H (4.010, 0.760, 1.184)  0.042
H (2.370, 1.363, 0.768)  0.078
H (-1.409, -2.282, 1.180)  0.084
H (-1.402, -1.355, -0.249)  0.082
H (-1.107, -0.551, 1.384)  0.069
O (5.358, 6.528, -2.667)  0.093
C (4.347, 7.193, -2.618)  -0.509
O (3.084, 6.645, -2.645)  -0.036
C (2.875, 5.223, -2.627)  -0.236
C (2.795, 4.647, -1.219)  -0.056
C (4.394, 8.672, -2.700)  0.010
H (3.684, 4.886, -3.275)  0.118
H (1.972, 4.957, -3.175)  0.117
H (3.826, 4.647, -0.865)  0.079
H (2.405, 3.640, -1.364)  0.068
H (2.137, 5.336, -0.690)  0.081
H (4.604, 8.995, -3.720)  0.097
H (5.156, 9.119, -2.062)  0.093
H (3.451, 9.142, -2.419)  0.084

F_max: 0.1189 Eh/bohr
expectation value of S²: 0.755
2S+1: 2
net charge: +1
electronic energy: -66819.61230 eV

=====

# 6
Entry from OMol25: one molecule with the formula C4H9NO2 (the ωB97M-V functional and the def2-TZVPD basis).

Last column: Löwdin charge in e.
CARTESIAN COORDINATES (ANGSTROEM)
C (1.824, -0.275, -1.451)  -0.113
N (1.164, 0.189, -0.298)  -0.034
C (1.162, 0.612, 0.862)  -0.228
O (-0.042, 0.950, 1.421)  -0.074
C (-1.155, 0.867, 0.505)  -0.176
C (-1.854, -0.487, 0.552)  -0.242
O (-1.136, -1.557, -0.026)  -0.068
H (2.754, -0.833, -1.310)  0.076
H (1.092, -0.920, -1.944)  0.076
H (2.000, 0.578, -2.114)  0.087
H (1.971, 0.792, 1.589)  0.140
H (-1.843, 1.658, 0.815)  0.124
H (-0.801, 1.064, -0.511)  0.118
H (-2.115, -0.706, 1.599)  0.120
H (-2.782, -0.398, -0.028)  0.123
H (-0.241, -1.534, 0.340)  0.071

energy relative to the best compared isomer or geometry (same formula, charge and spin): 266.9 kJ/mol
F_max: 0.0093 Eh/bohr
net charge: 0

=====

# 7
Entry from OMol25: a 2-piece molecular cluster, C5H5NO2S overall in a non-equilibrium geometry (the ωB97M-V functional and the def2-TZVPD basis).

Last column: Löwdin charge in e.
CARTESIAN COORDINATES (ANGSTROEM)
C (1.369, -0.960, -0.544)  -0.094
C (2.615, -0.355, -0.743)  -0.420
C (0.740, -0.513, 0.625)  -0.416
C (-0.967, 2.105, 0.372)  0.011
C (-0.513, -0.630, 1.127)  -0.178
N (1.616, 0.329, 1.304)  -0.205
O (-0.119, 2.748, 0.048)  0.055
O (-1.521, -1.195, 0.333)  -0.018
S (3.011, 0.912, 0.315)  0.939
H (1.103, -1.731, -1.111)  0.064
H (3.271, -0.641, -1.594)  0.085
H (1.171, 0.967, 1.763)  -0.019
H (-0.645, -0.478, 2.217)  0.136
H (-1.113, -1.362, -0.501)  0.061

energy relative to the best compared isomer or geometry (same formula, charge and spin): 309.7 kJ/mol
F_max: 0.1299 Eh/bohr
net charge: 0

=====

# 8
Entry from OMol25: C20H21O2S as an isolated structure in a non-equilibrium geometry (the ωB97M-V functional and the def2-TZVPD basis).

Last column: Löwdin charge in e.
CARTESIAN COORDINATES (ANGSTROEM)
C (-2.768, 0.858, 3.326)  -0.013
O (-1.968, -0.251, 2.819)  -0.071
C (-0.634, -0.050, 2.920)  -0.312
C (0.207, -0.051, 1.741)  -0.353
S (1.821, 0.067, 2.356)  1.071
C (1.369, 0.447, 3.970)  -0.302
C (0.023, 0.234, 4.165)  -0.077
H (-3.773, 0.421, 3.364)  0.106
H (-2.452, 1.226, 4.327)  0.099
H (-2.705, 1.666, 2.581)  0.083
H (0.041, -1.002, 1.101)  0.167
H (2.056, 0.723, 4.770)  0.099
H (-0.533, 0.327, 5.105)  0.132
C (5.376, -2.367, -2.598)  -0.048
O (5.248, -1.093, -1.916)  -0.069
C (3.992, -0.631, -1.680)  -0.256
C (3.915, 0.669, -1.136)  0.024
C (2.686, 1.166, -0.731)  -0.027
C (1.504, 0.361, -0.753)  -0.258
C (0.298, 0.866, -0.087)  -0.065
C (-1.034, 0.706, -0.671)  -0.209
C (-2.051, 1.560, -0.186)  -0.042
C (-3.371, 1.348, -0.489)  -0.034
C (-3.755, 0.299, -1.342)  -0.257
C (-5.201, -0.019, -1.549)  -0.042
C (-2.740, -0.416, -1.986)  -0.022
C (-1.409, -0.177, -1.712)  -0.008
C (1.591, -0.894, -1.397)  -0.014
C (2.824, -1.394, -1.860)  0.013
H (6.459, -2.477, -2.696)  0.098
H (4.959, -3.211, -2.010)  0.100
H (4.898, -2.342, -3.598)  0.106
H (4.824, 1.222, -0.950)  0.127
H (2.611, 2.177, -0.347)  0.120
H (0.464, 1.929, 0.226)  0.146
H (-1.771, 2.391, 0.480)  0.127
H (-4.166, 1.946, -0.001)  0.134
H (-5.296, -0.968, -2.093)  0.083
H (-5.689, -0.132, -0.571)  0.090
H (-5.750, 0.768, -2.097)  0.099
H (-3.048, -1.226, -2.684)  0.133
H (-0.677, -0.699, -2.333)  0.103
H (0.733, -1.557, -1.534)  0.107
H (2.891, -2.418, -2.245)  0.112

energy relative to the best compared isomer or geometry (same formula, charge and spin): 71.7 kJ/mol
F_max: 0.0520 Eh/bohr
net charge: +1